# 1
Computed, not measured: a molecular structure, C28H63ClN8O14S at a distorted geometry, with wB97M-V/def2-TZVPD.

Cartesian coordinates (Å):
C (8.01809, -5.75544, 5.26388)
C (7.15753, -6.02852, 6.48090)
O (5.78440, -5.77227, 6.14688)
C (4.83937, -6.34010, 6.91763)
Cl (5.21316, -6.30241, 8.66872)
O (4.65659, -7.68018, 6.42822)
S (3.10236, -8.07068, 6.43222)
O (2.68039, -8.27907, 7.76891)
O (2.83720, -9.02052, 5.42058)
O (2.66039, -6.62403, 5.91428)
C (3.42198, -5.71442, 6.75404)
O (3.40088, -4.41690, 6.33276)
H (8.29243, -4.70768, 5.19183)
H (7.53470, -6.07383, 4.34739)
H (8.94250, -6.31260, 5.39485)
H (7.48163, -5.39545, 7.30038)
H (7.26801, -7.07429, 6.75628)
H (2.95423, -5.80187, 7.73268)
H (2.54390, -4.05649, 6.57717)
C (2.72768, -2.29117, 1.40214)
C (2.77988, -2.53071, 2.88632)
O (2.39830, -1.67961, 3.68330)
N (3.26415, -3.71298, 3.32897)
C (3.76105, -4.82739, 2.54906)
H (2.31578, -1.29970, 1.23118)
H (3.72701, -2.33116, 0.97929)
H (2.08578, -3.02739, 0.91188)
H (3.27064, -3.79642, 4.33452)
H (3.17323, -5.72376, 2.75849)
H (4.80162, -5.03032, 2.80979)
H (3.70343, -4.60992, 1.48821)
C (3.24032, 3.76197, 5.02123)
C (3.60195, 2.85405, 6.17524)
O (3.73322, 3.27972, 7.31423)
N (3.77509, 1.53974, 5.89591)
C (3.65993, 0.85862, 4.60943)
H (3.13628, 4.77326, 5.40152)
H (4.02086, 3.74911, 4.25975)
H (2.29758, 3.45608, 4.56691)
H (4.01250, 0.98804, 6.70446)
H (2.90123, 0.08352, 4.66156)
H (4.61134, 0.38203, 4.36696)
H (3.40175, 1.55839, 3.82130)
C (-1.54250, 0.52624, 0.51167)
C (-0.40056, 0.66176, 1.49160)
O (0.66452, 1.17433, 1.18215)
N (-0.60001, 0.18415, 2.74781)
C (-1.78309, -0.45241, 3.28838)
H (-1.23977, 0.95423, -0.43769)
H (-1.79304, -0.52650, 0.36456)
H (-2.42068, 1.06573, 0.86494)
H (0.20063, 0.29477, 3.35190)
H (-2.16097, 0.11725, 4.13950)
H (-1.54004, -1.45975, 3.63288)
H (-2.56346, -0.51693, 2.53819)
C (5.77881, 0.44354, -0.10569)
C (5.92008, 0.06356, 1.34942)
O (5.39028, -0.93530, 1.81069)
N (6.65780, 0.88350, 2.14103)
C (7.34712, 2.10674, 1.77590)
H (5.16250, -0.30247, -0.59705)
H (5.29649, 1.41628, -0.20483)
H (6.75361, 0.47336, -0.59398)
H (6.71041, 0.57634, 3.09923)
H (8.41502, 2.00983, 1.97808)
H (6.96104, 2.94303, 2.36075)
H (7.20995, 2.32582, 0.72301)
C (-5.41514, 1.99395, -0.25801)
C (-4.30994, 2.39012, -1.20804)
O (-3.29975, 2.96367, -0.83674)
N (-4.49038, 2.08185, -2.52137)
C (-5.62389, 1.41385, -3.14180)
H (-5.14666, 2.31091, 0.74434)
H (-6.34953, 2.48364, -0.53258)
H (-5.55642, 0.91191, -0.26326)
H (-3.72591, 2.37026, -3.11062)
H (-5.28309, 0.50294, -3.63567)
H (-6.06444, 2.06876, -3.89519)
H (-6.37709, 1.15618, -2.40585)
C (-6.57673, 3.90016, -7.12347)
C (-6.36514, 2.40737, -7.01956)
O (-7.19900, 1.66910, -6.51244)
N (-5.20663, 1.90653, -7.51066)
C (-4.10219, 2.61827, -8.14364)
H (-7.54303, 4.13914, -6.69022)
H (-5.80159, 4.44011, -6.57829)
H (-6.56950, 4.22013, -8.16547)
H (-5.13041, 0.90694, -7.41108)
H (-3.94547, 2.24311, -9.14778)
H (-3.18751, 2.45901, -7.57165)
H (-4.30696, 3.68255, -8.18944)
C (-10.24196, 5.02067, -0.12000)
C (-8.79776, 4.67208, -0.39503)
O (-7.95864, 4.64332, 0.48872)
N (-8.45747, 4.38819, -1.68311)
C (-9.30840, 4.36623, -2.85899)
H (-10.34864, 5.21899, 0.94141)
H (-10.53792, 5.91050, -0.67654)
H (-10.89830, 4.19338, -0.39214)
H (-7.47989, 4.17448, -1.80199)
H (-9.29406, 3.37546, -3.31608)
H (-8.94953, 5.08799, -3.59472)
H (-10.33088, 4.61494, -2.59758)
C (-1.18419, -0.17282, -11.14045)
C (-1.05992, 1.08179, -10.30897)
O (-1.97985, 1.87885, -10.19938)
N (0.12143, 1.30020, -9.67782)
C (1.31481, 0.47405, -9.68983)
H (-2.17843, -0.19941, -11.57432)
H (-0.44895, -0.17702, -11.94546)
H (-1.04481, -1.06119, -10.52364)
H (0.13964, 2.15377, -9.14254)
H (1.56384, 0.16122, -8.67485)
H (2.15688, 1.03898, -10.09204)
H (1.16491, -0.40948, -10.29986)

Atomic forces in eV per Å
0.11 0.11 0.29
0.41 -0.33 -0.57
-0.24 0.67 0.29
-0.04 0.00 -0.86
0.15 -0.21 -0.10
0.12 -0.59 0.68
0.08 -0.03 -0.73
-0.13 0.12 0.11
0.23 0.19 0.07
0.24 0.05 0.06
-0.67 0.29 1.17
0.30 -0.51 -0.55
-0.15 0.16 -0.13
-0.06 -0.10 -0.09
0.12 -0.07 -0.13
-0.23 0.03 0.25
-0.12 -0.11 0.18
-0.06 0.09 0.10
-0.12 0.29 0.02
-0.26 -0.04 -0.11
0.05 0.16 -0.10
-0.24 -0.26 0.10
-0.12 0.05 -0.08
-0.01 0.04 0.30
0.01 0.03 0.05
0.04 -0.05 -0.04
0.05 -0.03 0.00
0.15 -0.09 -0.06
0.03 -0.03 -0.08
0.02 -0.03 -0.09
0.00 0.03 -0.02
-0.01 0.06 0.07
0.02 0.01 0.09
-0.01 0.02 -0.05
0.01 0.15 -0.19
0.09 0.03 0.53
0.01 -0.01 0.06
-0.06 -0.04 -0.07
0.05 -0.02 -0.09
-0.02 -0.03 0.01
0.07 0.07 -0.14
-0.07 -0.05 -0.18
0.00 0.01 -0.01
0.09 -0.06 -0.01
0.04 0.00 0.00
0.01 -0.04 -0.03
-0.04 0.10 -0.07
0.31 0.05 0.15
0.04 0.06 0.02
-0.08 0.02 0.03
-0.04 -0.03 -0.04
0.05 -0.14 -0.01
-0.11 -0.02 -0.03
-0.09 -0.03 -0.03
-0.01 0.01 -0.02
-0.02 -0.04 0.01
-0.09 -0.02 0.04
0.18 0.01 0.00
0.04 0.03 -0.12
-0.04 -0.15 0.29
-0.02 -0.03 0.05
0.05 0.03 -0.04
-0.01 0.08 -0.02
0.00 0.02 0.02
0.02 0.06 -0.08
0.02 0.07 -0.08
-0.02 -0.01 -0.02
0.09 0.01 0.05
0.04 0.06 0.00
-0.04 -0.04 0.02
-0.15 -0.05 0.14
0.45 0.23 -0.20
0.05 0.06 -0.02
-0.07 -0.08 0.09
-0.09 0.01 -0.03
0.00 0.00 -0.02
-0.17 -0.06 -0.02
-0.18 -0.14 -0.03
0.01 0.01 0.03
-0.07 -0.02 0.05
-0.02 -0.15 0.02
-0.02 0.11 0.08
0.05 0.25 0.05
-0.26 -0.33 0.19
-0.02 -0.06 0.01
0.03 0.04 -0.08
0.07 0.06 0.01
0.00 -0.02 -0.04
0.10 0.07 -0.10
0.06 0.09 -0.06
-0.03 0.01 0.03
0.02 0.00 0.04
0.09 0.01 -0.01
-0.03 -0.04 -0.01
-0.15 -0.01 0.02
0.33 -0.07 0.04
0.06 -0.01 0.02
-0.06 -0.04 -0.04
-0.04 0.05 -0.05
0.03 0.04 -0.03
-0.09 0.01 -0.04
-0.10 0.02 -0.04
-0.01 0.01 0.02
-0.06 0.03 0.00
-0.04 0.06 -0.01
0.11 -0.08 -0.07
0.01 -0.12 -0.05
-0.07 0.29 0.15
-0.02 0.05 0.02
0.03 -0.07 0.03
0.07 -0.03 -0.05
0.02 0.01 0.00
0.04 -0.09 -0.03
0.04 -0.08 -0.04
-0.02 -0.01 -0.02

As for the largest force on an atom: 1.4 eV Å⁻¹. For the calculated total energy, the calculation gives -3454.558238 a.u. The LUMO energy comes out at 0.012 hartree. The value obtained for the HOMO energy is -8.78 eV.

Mulliken atomic charge list, values in e, 4 entries:
1. C -1.24
2. C -0.39
3. O -0.21
4. C 0.88



# 2
Computed, not measured: a molecular structure, C28H64Br30O9 at a distorted geometry, with wB97M-V/def2-TZVPD.

Cartesian coordinates (Å):
C (11.72865, -21.96355, -9.63391)
Br (10.72902, -20.33316, -9.37864)
Br (13.53392, -21.89932, -9.00699)
Br (11.64445, -22.57289, -11.54071)
H (11.21414, -22.75201, -8.99868)
C (14.16545, -21.01290, -1.19101)
Br (15.63086, -22.15467, -0.69514)
Br (13.82898, -19.46247, -0.05920)
Br (12.55785, -22.21486, -1.22760)
H (14.31368, -20.76937, -2.24426)
C (14.69729, -26.52666, 0.80569)
Br (14.34751, -26.22551, 2.62766)
Br (16.52945, -25.92454, 0.29895)
Br (13.34928, -25.79706, -0.39733)
H (14.76869, -27.60156, 0.59231)
C (12.49252, -27.87267, -4.02153)
Br (11.02407, -29.22193, -3.69772)
Br (11.92988, -26.10799, -4.52961)
Br (13.76082, -28.68695, -5.30400)
H (12.96324, -27.80267, -3.06414)
C (10.06702, -22.40842, -5.26809)
Br (11.89118, -22.95631, -5.75176)
Br (9.73652, -22.69869, -3.33402)
Br (8.85451, -23.33081, -6.49825)
H (9.92829, -21.31518, -5.42775)
C (5.78814, -20.92087, -3.72250)
Br (4.08613, -20.03487, -3.30501)
Br (7.17073, -19.65224, -4.17667)
Br (5.49816, -22.19760, -5.13256)
H (6.25138, -21.47074, -2.85346)
C (1.52397, -22.93008, -7.13301)
Br (2.85555, -24.36153, -7.07127)
Br (0.48788, -22.62938, -5.45031)
Br (0.39802, -23.18450, -8.65511)
H (2.05964, -22.03198, -7.33152)
C (16.37698, -25.64614, -5.62376)
Br (15.42733, -25.41254, -3.97731)
Br (14.95575, -25.36084, -7.12454)
Br (17.37196, -27.31503, -5.83511)
H (17.06742, -24.83719, -5.79320)
C (11.03438, -18.10963, -4.22591)
Br (11.32103, -19.76551, -3.33856)
Br (10.45338, -16.75542, -2.90369)
Br (9.99290, -18.26998, -5.83929)
H (12.01323, -17.88485, -4.61458)
C (11.66064, -27.47113, -8.26184)
Br (10.04429, -28.40656, -7.78610)
Br (11.45715, -25.58924, -8.49838)
Br (12.69857, -28.41791, -9.53745)
H (12.18882, -27.41759, -7.35376)
C (7.13906, -26.20637, -4.12676)
C (5.67727, -26.15930, -3.81049)
O (4.99404, -27.37667, -4.19779)
H (7.61216, -25.26120, -3.87593)
H (7.23345, -26.37953, -5.18231)
H (7.63362, -27.00528, -3.60714)
H (5.14888, -25.31952, -4.21744)
H (5.48652, -25.99534, -2.71974)
H (5.18803, -27.95972, -3.39037)
C (4.97576, -23.65795, 1.03886)
C (4.88346, -23.51329, -0.47090)
O (6.15157, -23.54580, -1.09281)
H (5.61885, -22.86228, 1.49878)
H (5.50936, -24.60913, 1.36541)
H (3.97013, -23.55583, 1.41890)
H (4.47469, -22.54827, -0.68789)
H (4.14869, -24.20217, -0.90014)
H (6.51133, -24.46854, -0.87274)
C (9.32681, -20.04745, 0.20014)
C (8.48921, -20.91109, -0.80943)
O (8.63543, -22.31593, -0.52061)
H (10.27000, -20.57839, 0.13270)
H (9.00187, -20.14315, 1.24068)
H (9.40954, -18.99928, -0.09110)
H (8.87442, -20.72966, -1.77062)
H (7.41516, -20.60542, -0.80612)
H (7.82296, -22.84602, -0.56280)
C (9.70253, -26.84196, -1.26810)
C (8.75536, -26.20092, -0.30291)
O (7.48949, -26.09782, -0.89276)
H (9.72454, -26.39948, -2.27027)
H (9.36083, -27.89050, -1.38552)
H (10.73679, -26.82277, -0.82576)
H (9.15847, -25.26284, 0.03303)
H (8.60855, -26.79286, 0.57700)
H (7.29671, -26.93961, -1.28667)
C (16.53420, -21.20681, -5.83777)
C (17.36356, -21.13102, -4.52245)
O (17.71669, -22.50699, -4.19882)
H (17.06449, -21.89558, -6.52385)
H (16.41719, -20.16318, -6.30387)
H (15.47678, -21.68146, -5.72649)
H (16.77433, -20.86097, -3.65133)
H (18.22397, -20.43093, -4.66809)
H (18.54182, -22.62253, -3.74631)
C (5.94250, -21.47512, -9.63469)
C (4.45388, -21.46387, -9.49902)
O (4.00500, -20.84347, -8.21508)
H (6.30564, -21.67401, -10.63799)
H (6.36180, -22.21601, -8.96034)
H (6.29780, -20.46030, -9.29362)
H (4.05975, -22.53753, -9.61917)
H (4.03149, -20.81424, -10.30227)
H (4.80167, -20.88137, -7.62741)
C (9.68278, -26.74929, -11.70896)
C (8.92893, -25.66967, -10.91107)
O (9.52520, -24.38740, -10.76655)
H (10.79697, -26.83296, -11.41713)
H (9.54692, -26.40938, -12.72741)
H (9.26465, -27.70860, -11.60444)
H (8.95335, -26.07761, -9.90861)
H (7.90186, -25.60231, -11.29443)
H (9.99308, -24.20440, -11.61734)
C (7.34353, -29.92540, -2.92750)
C (5.94512, -29.96070, -2.39551)
O (5.59547, -28.66970, -1.76774)
H (7.39888, -30.71840, -3.65622)
H (8.06488, -30.10236, -2.07422)
H (7.57151, -29.00640, -3.47134)
H (5.77972, -30.74509, -1.59294)
H (5.19395, -30.12847, -3.21716)
H (4.81200, -28.74774, -1.20758)
C (5.16411, -26.74303, -7.33280)
C (6.31464, -27.71497, -7.56010)
O (6.32619, -28.74653, -6.60648)
H (5.10984, -25.84029, -7.97922)
H (5.25127, -26.43888, -6.29122)
H (4.17971, -27.17117, -7.58513)
H (7.25620, -27.14381, -7.56854)
H (6.22194, -28.18954, -8.53473)
H (5.86951, -28.43940, -5.81621)

Atomic forces in eV per Å
-1.02 -1.50 0.22
0.29 -0.21 -0.07
0.03 0.18 -0.16
0.73 0.98 0.94
0.54 1.01 -1.11
-0.97 -0.99 -0.07
0.18 0.42 0.18
0.35 -0.71 -0.62
0.56 0.82 0.04
-0.08 0.45 0.45
0.95 -0.52 -1.25
-0.18 0.11 0.34
-0.82 -0.04 0.18
0.46 -0.12 0.33
-0.33 0.54 0.30
-0.50 -1.17 -0.56
0.70 1.04 -0.33
-0.21 -0.66 -0.04
-0.60 0.56 0.62
0.42 0.05 0.28
-0.01 0.25 0.15
-0.52 0.54 0.28
-0.32 -0.57 -1.33
0.28 0.28 0.62
0.31 -0.96 0.05
0.46 -0.39 0.88
0.81 -0.38 0.11
-0.15 0.09 -0.21
-0.01 -0.01 0.10
-1.14 0.51 -0.79
-0.26 -0.48 0.51
-0.54 0.49 0.38
0.77 -0.41 -1.04
-0.30 -0.05 0.01
0.47 0.59 0.14
-1.23 -0.17 -1.22
0.60 -0.16 0.01
1.26 -0.37 1.00
-0.63 0.74 0.17
0.07 0.16 0.21
0.39 0.39 0.22
-0.14 -0.24 0.19
0.17 -0.59 -1.01
-0.29 0.12 0.31
0.08 0.70 0.25
-0.37 0.00 0.53
-0.15 0.18 -0.25
-0.27 0.31 -0.69
0.09 0.12 -0.27
0.89 -0.67 0.87
-0.35 0.59 -0.19
-0.92 -0.40 1.68
0.88 -0.68 1.68
0.16 0.12 0.06
0.37 -0.08 -0.63
0.28 -0.32 0.29
-0.10 0.40 -0.89
0.40 -0.28 -0.52
-0.64 0.93 -1.47
1.57 -0.27 0.46
-0.01 0.35 0.59
0.62 -2.14 0.32
-0.66 -0.37 -0.58
-1.10 0.81 -0.48
-0.20 -0.31 0.55
-0.24 0.81 -0.15
0.36 -0.43 -0.07
-0.26 1.34 -0.83
-0.54 -1.64 -0.59
-1.33 0.26 2.07
0.77 0.40 0.22
0.66 0.48 0.21
-0.25 0.07 -0.25
0.01 -0.18 -0.11
0.42 0.33 -1.32
0.56 -0.30 0.04
-0.30 0.82 -0.23
1.03 -1.06 0.39
0.41 -0.22 -0.19
-0.83 1.55 0.01
-0.09 0.25 0.33
0.53 0.31 -0.10
-0.90 -0.29 -0.58
-0.39 0.89 -0.11
0.45 -0.60 0.78
-0.50 -0.69 -0.37
-1.11 0.29 -0.01
-0.27 -1.03 -0.41
-0.45 0.18 -1.03
-0.11 0.63 0.16
0.16 -1.60 0.60
1.78 0.93 0.17
-0.19 0.85 -0.13
-0.47 -0.80 0.25
0.60 0.42 0.35
0.60 1.22 1.11
-1.55 -0.11 -0.10
1.62 -1.15 -0.86
-0.12 0.00 -0.12
0.28 -0.13 0.09
-0.01 -0.93 -0.52
0.19 1.60 0.39
0.00 -0.62 0.63
-1.11 0.03 -0.52
1.95 2.36 -0.04
0.20 -1.24 1.23
0.29 -0.52 -1.86
-1.71 0.36 -0.54
0.62 -0.44 -0.71
-0.80 -1.12 0.27
-0.76 0.13 0.55
0.12 0.09 0.19
-0.64 -0.03 1.13
0.55 -0.16 1.12
-2.06 -0.03 0.93
0.64 -0.32 -0.32
0.40 -0.43 -0.15
-0.53 0.31 -1.14
-0.07 -0.04 0.23
0.38 0.64 -1.13
0.71 -0.01 0.67
0.17 -0.21 -0.22
-0.58 0.37 -0.64
-0.21 0.70 -0.81
0.15 -0.35 0.14
0.95 -0.40 0.27
-0.60 0.21 -0.10
0.32 -0.39 0.73
-0.01 -0.19 0.16
0.09 -0.05 -0.18
-0.11 0.22 0.29

As for the largest force on an atom: 3.1 eV Å⁻¹. For the calculated total energy, the calculation gives -79002.577489 a.u. The LUMO energy comes out at -0.016 hartree. The value obtained for the HOMO energy is -9.75 eV.

Mulliken atomic charge list, values in e, 4 entries:
1. C 0.41
2. Br -0.05
3. Br -0.01
4. Br -0.09